2 unconnected molecules or ions with the total composition C16H17N in a non-equilibrium geometry. Source: OMol25; level of theory: ωB97M-V/def2-TZVPD.

## Properties
Frontier orbital gap (spin up / spin down) = 7.831 / 4.607 eV
Energy relative to the best compared isomer or geometry (same formula, charge and spin) = 37.4 kcal/mol
Multiplicity = 2
Electronic energy = -18349.159 eV
Charge = +1
LUMO energy (spin up / spin down) = -3.69 / -6.92 eV
F_max = 0.0610 hartree/bohr
<S²> = 0.78

Cartesian coordinates (Å):
1 N 0.871 -1.991 1.130
2 C -0.586 1.042 2.378
3 C 1.204 -0.612 -3.341
4 C -1.741 0.738 3.022
5 C -0.202 -1.193 1.575
6 C -2.189 1.511 -1.887
7 C -1.464 -1.463 2.077
8 C -0.625 -0.327 -1.842
9 C -0.099 1.409 -3.382
10 C 2.564 1.321 1.646
11 C -0.960 0.906 -2.367
12 C 0.441 -1.117 -2.336
13 C -2.141 -0.634 2.985
14 C 1.960 -1.159 1.110
15 C 0.303 0.110 1.775
16 C 1.659 0.161 1.485
17 C 0.974 0.721 -3.818
18 H -0.187 2.064 2.419
19 H -2.659 2.344 -2.397
20 H 2.070 -1.093 -3.781
21 H 1.660 0.904 -4.636
22 H -2.961 0.746 -1.714
23 H 0.813 -2.854 0.613
24 H 2.205 1.899 2.512
25 H -2.024 1.312 3.879
26 H 0.573 -2.176 -2.044
27 H -2.966 -0.946 3.588
28 H -1.798 -2.468 1.802
29 H -0.393 2.416 -3.658
30 H -2.163 1.961 -0.870
31 H 2.930 -1.554 0.842
32 H -1.247 -0.670 -1.033
33 H 2.221 2.076 0.907
34 H 3.629 1.182 1.496

A single C2H7O2P molecule in a non-equilibrium geometry. Source: OMol25; level of theory: ωB97M-V/def2-TZVPD.

## Properties
SMILES = C[PH3]OC=O
Frontier orbital gap = 10.520 eV
Energy relative to the best compared isomer or geometry (same formula, charge and spin) = 56.9 kcal/mol
Multiplicity = 1
Electronic energy = -15569.316 eV
LUMO energy = 0.72 eV
F_max = 0.0451 hartree/bohr

Cartesian coordinates (Å):
1 P 0.148 -0.809 0.089
2 O -3.665 0.144 -0.246
3 O -1.621 -0.627 -0.454
4 C -2.556 -0.003 0.172
5 C 0.407 0.816 -0.485
6 H 1.476 0.976 -0.399
7 H 1.670 -0.884 0.189
8 H -2.201 0.447 1.097
9 H 0.266 0.851 -1.518
10 H 0.010 -1.985 -0.607
11 H -0.069 1.530 0.130
12 H 0.019 -1.136 1.435

3 unconnected molecules or ions with the total composition C13H26B3F2NO13P2 in a non-equilibrium geometry. Source: OMol25; level of theory: ωB97M-V/def2-TZVPD.

## Properties
SMILES = C=CCB1OB(C=C)OB(N(C(=O)F)C(=O)F)O1.COP(=O)(OC)OC.COP(=O)(OC)OC
Frontier orbital gap = 6.767 eV
Multiplicity = 1
Electronic energy = -68056.201 eV
LUMO energy = -1.36 eV
F_max = 0.1403 hartree/bohr

Cartesian coordinates (Å):
1 P 1.868 -3.667 0.898
2 P 1.261 -0.113 -3.697
3 F -4.476 4.541 2.949
4 F -4.430 2.068 3.677
5 O 3.325 -3.654 0.169
6 O -3.027 4.481 0.610
7 O 1.359 -0.642 -5.235
8 O -6.284 4.122 1.783
9 O 2.128 -1.357 -3.072
10 O -2.358 2.250 0.251
11 O 2.431 -4.287 2.293
12 O -0.683 3.929 0.629
13 O -4.011 0.553 2.145
14 O -0.032 -0.306 -3.000
15 O 1.144 1.440 -4.160
16 O 0.511 -3.008 1.596
17 O 1.183 -4.666 0.030
18 N -4.476 2.720 1.480
19 C -1.345 6.257 1.406
20 C -0.473 -3.983 1.971
21 C -0.880 6.329 2.653
22 C -0.114 1.808 -4.742
23 C 3.861 -4.944 -0.154
24 C 2.451 -1.400 -5.757
25 C -0.513 1.167 3.127
26 C -5.178 3.841 2.065
27 C 0.056 1.485 0.708
28 C -4.268 1.672 2.401
29 C 1.342 -2.574 -3.067
30 C -0.370 0.630 1.873
31 C 2.255 -3.668 3.570
32 B -1.701 4.844 0.842
33 B -1.036 2.585 0.526
34 B -3.252 3.132 0.771
35 H 3.310 -5.391 -0.977
36 H -1.444 7.157 0.806
37 H 2.091 -2.596 3.495
38 H 0.214 0.913 -0.212
39 H 3.155 -3.854 4.152
40 H -0.539 -0.428 1.671
41 H -1.465 1.199 3.646
42 H 0.032 2.804 -5.156
43 H 4.891 -4.768 -0.456
44 H -0.390 1.117 -5.535
45 H 2.029 -3.405 -2.916
46 H -0.859 5.446 3.285
47 H 1.412 -4.122 4.092
48 H 0.614 -2.571 -2.262
49 H -1.029 -4.313 1.099
50 H 3.368 -1.248 -5.196
51 H 1.017 1.954 0.968
52 H 0.831 -2.709 -4.018
53 H -0.892 1.839 -3.982
54 H -0.469 7.235 3.081
55 H 0.363 1.624 3.587
56 H 2.203 -2.462 -5.758
57 H 3.840 -5.602 0.713
58 H -0.017 -4.843 2.458
59 H 2.604 -1.086 -6.788
60 H -1.140 -3.474 2.666

2 unconnected molecules or ions with the total composition C3H6N5 in a non-equilibrium geometry. Source: OMol25; level of theory: ωB97M-V/def2-TZVPD.

## Properties
Frontier orbital gap = 10.318 eV
Energy relative to the best compared isomer or geometry (same formula, charge and spin) = 65.4 kcal/mol
Multiplicity = 1
Electronic energy = -10649.451 eV
Charge = +1
LUMO energy = -3.13 eV
F_max = 0.0808 hartree/bohr

Cartesian coordinates (Å):
1 N 0.330 0.771 -0.638
2 N 0.756 -0.411 4.055
3 N 0.653 -0.206 2.896
4 N -0.258 -0.327 -2.326
5 N 0.720 0.174 1.835
6 C -0.954 0.416 -0.434
7 C -1.303 -0.375 -1.494
8 C 0.728 0.383 -1.819
9 H -2.208 -0.703 -1.751
10 H -1.704 0.565 0.339
11 H 1.642 0.449 -2.206
12 H 0.015 -1.000 -3.006
13 H 0.903 -1.278 4.572
14 H 0.681 1.542 -0.023